Record 1
This record from OMol25 describes a single C10H16BIO5S2 molecule. The level of theory is ωB97M-V/def2-TZVPD.

Positions of all 35 atoms, in Å:
C: 2.19 1.10 -1.33
C: 0.97 0.66 -1.08
C: 0.50 -0.15 0.11
B: -0.12 0.93 1.17
O: -0.90 0.41 2.16
C: 0.16 2.48 1.13
C: -0.80 3.24 0.20
C: -0.59 -1.16 -0.34
C: -1.99 -0.54 -0.51
C: -2.95 -0.67 0.64
O: -3.54 0.22 1.16
I: -3.31 -2.70 1.28
C: -0.28 -1.86 -1.67
O: 1.09 -2.22 -1.91
S: 1.85 -2.92 -0.66
O: 2.95 -3.63 -1.24
O: 2.54 -1.57 -0.04
C: 1.70 -0.82 0.84
S: 1.26 -1.73 2.37
H: 3.08 0.67 -0.90
H: 2.33 1.91 -2.05
H: 0.18 0.93 -1.77
H: -1.65 0.97 2.39
H: 1.20 2.69 0.86
H: 0.02 2.85 2.15
H: -0.64 4.32 0.30
H: -1.84 3.04 0.45
H: -0.62 3.01 -0.85
H: -0.68 -1.93 0.43
H: -2.49 -1.08 -1.32
H: -1.95 0.51 -0.81
H: -0.89 -2.76 -1.75
H: -0.55 -1.22 -2.51
H: 2.34 -0.01 1.19
H: 1.43 -2.97 1.91

Output
* max |F|: 0.90 eV/Å
* energy: -1885.7528 Eh
* LUMO: 0.200 eV
* charge: 0
* orbital gap: 9.57 eV

And the Löwdin charges, in e, turn out to be: C 0.053; C -0.141; C -0.301; B -0.490; O 0.121; C -0.135; C -0.093; C -0.290; C -0.159; C -0.805; O 0.025; I 0.858; C -0.194; O -0.283; S 0.915; O -0.352; O -0.317; C -0.616; S 0.849; H 0.074; H 0.070; H 0.118; H 0.116; H 0.103; H 0.107; H 0.074; H 0.075; H 0.065; H 0.060; H 0.124; H 0.133; H 0.131; H 0.131; H 0.116; H -0.143

=====

Record 2
This record from OMol25 describes a 4-piece molecular cluster, C38H52ClFNO9S overall. The level of theory is ωB97M-V/def2-TZVPD.

Positions of all 103 atoms, in Å:
C: -2.85 3.84 -2.81
C: -3.99 2.80 -2.89
C: -4.20 2.02 -1.58
C: -3.61 0.61 -1.65
C: -3.47 -0.05 -0.27
C: -2.10 0.23 0.36
C: -0.99 -0.67 -0.17
C: 0.42 -0.16 0.22
C: 1.53 -0.40 -0.84
C: 2.25 0.79 -1.51
S: 1.14 2.11 -2.18
C: 0.04 1.29 -3.31
O: 2.00 2.95 -2.97
O: 0.39 2.69 -1.10
C: 3.05 0.25 -2.73
C: 4.55 0.50 -2.75
F: 4.86 1.81 -2.81
C: 5.25 -0.34 -3.84
C: 6.30 0.38 -4.68
C: 7.47 0.98 -3.90
Cl: 5.53 1.60 -5.73
N: 5.05 0.07 -1.39
C: 4.53 0.93 -0.27
C: 3.16 1.58 -0.54
O: 2.51 1.75 0.68
C: 2.95 2.87 1.46
C: 3.18 2.44 2.91
H: -2.28 3.89 -3.74
H: -2.15 3.59 -2.01
H: -3.23 4.84 -2.61
H: -4.91 3.30 -3.19
H: -3.75 2.10 -3.70
H: -5.27 1.96 -1.35
H: -3.72 2.56 -0.76
H: -2.62 0.70 -2.11
H: -4.23 -0.01 -2.31
H: -3.66 -1.12 -0.32
H: -4.23 0.37 0.39
H: -1.84 1.28 0.20
H: -2.18 0.09 1.45
H: -1.08 -0.83 -1.25
H: -1.13 -1.65 0.29
H: 0.37 0.89 0.50
H: 0.72 -0.69 1.12
H: 2.33 -0.99 -0.37
H: 1.13 -1.05 -1.63
H: -0.77 2.01 -3.47
H: 0.58 1.14 -4.24
H: -0.32 0.35 -2.92
H: 2.66 0.62 -3.68
H: 2.94 -0.84 -2.75
H: 5.75 -1.19 -3.36
H: 4.49 -0.75 -4.49
H: 6.70 -0.37 -5.37
H: 7.19 1.92 -3.43
H: 7.81 0.28 -3.12
H: 8.30 1.19 -4.56
H: 4.75 -0.90 -1.26
H: 6.07 0.07 -1.37
H: 5.27 1.72 -0.13
H: 4.51 0.33 0.64
H: 3.35 2.55 -1.01
H: 3.85 3.31 1.01
H: 2.16 3.62 1.42
H: 2.66 1.49 3.05
H: 4.22 2.27 3.16
H: 2.74 3.16 3.60
C: -1.43 -3.02 3.92
C: -1.43 -3.42 5.19
C: -2.69 -3.87 5.85
O: -2.69 -4.22 7.01
C: -3.93 -3.86 5.04
C: -3.92 -3.46 3.77
C: -2.67 -3.01 3.12
O: -2.66 -2.64 1.96
H: -0.53 -2.69 3.42
H: -0.54 -3.45 5.80
H: -4.83 -4.19 5.54
H: -4.81 -3.45 3.15
C: -3.97 -6.66 -0.85
C: -3.55 -6.84 -2.10
C: -2.76 -5.79 -2.81
O: -2.38 -5.96 -3.94
C: -2.46 -4.54 -2.07
C: -2.87 -4.37 -0.81
C: -3.66 -5.42 -0.11
O: -4.02 -5.24 1.04
H: -4.54 -7.41 -0.31
H: -3.76 -7.74 -2.67
H: -1.89 -3.80 -2.61
H: -2.67 -3.47 -0.24
C: -2.24 3.27 6.27
C: -2.88 2.74 5.23
C: -2.15 2.30 4.02
O: -2.73 1.82 3.07
C: -0.67 2.46 4.01
C: -0.03 2.99 5.05
C: -0.76 3.44 6.26
O: -0.17 3.93 7.20
H: -2.75 3.60 7.17
H: -3.96 2.61 5.22
H: -0.17 2.13 3.11
H: 1.04 3.14 5.06

Output
* max |F|: 0.56 eV/Å
* energy: -3168.9641 Eh
* LUMO: -3.270 eV
* charge: +1
* orbital gap: 8.41 eV

Atom charges from the Löwdin analysis, given in e for atoms 1 to 99: C -0.108; C -0.247; C -0.215; C -0.210; C -0.189; C -0.211; C -0.191; C -0.167; C -0.122; C -0.364; S 0.677; C -0.094; O -0.290; O -0.269; C -0.053; C -0.438; F 0.088; C -0.128; C -0.715; C -0.112; Cl 0.671; N 0.159; C -0.006; C -0.319; O -0.137; C -0.199; C -0.050; H 0.062; H 0.054; H 0.073; H 0.100; H 0.097; H 0.112; H 0.108; H 0.084; H 0.116; H 0.099; H 0.116; H 0.108; H 0.088; H 0.091; H 0.088; H 0.082; H 0.113; H 0.122; H 0.113; H 0.065; H 0.076; H 0.057; H 0.129; H 0.139; H 0.135; H 0.126; H 0.105; H 0.074; H 0.080; H 0.088; H 0.186; H 0.180; H 0.144; H 0.152; H 0.145; H 0.122; H 0.130; H 0.083; H 0.076; H 0.062; C 0.021; C 0.024; C -0.384; O 0.117; C 0.030; C 0.024; C -0.364; O 0.076; H 0.114; H 0.122; H 0.125; H 0.123; C 0.026; C 0.025; C -0.388; O 0.106; C 0.020; C 0.026; C -0.368; O 0.109; H 0.124; H 0.124; H 0.115; H 0.084; C 0.028; C 0.026; C -0.374; O 0.103; C 0.026; C 0.022; C -0.382; O 0.118

=====

Record 3
This record from OMol25 describes C3H3O2Yb as an isolated structure. The level of theory is ωB97M-V/def2-TZVPD.

Positions of all 9 atoms, in Å:
C: 0.96 1.28 2.30
C: 1.09 1.05 0.88
H: 1.53 0.06 0.64
H: 1.86 1.83 2.63
H: 0.06 1.07 0.45
O: 2.77 3.98 0.28
C: 2.30 3.13 1.05
O: 1.84 2.06 0.21
Yb: 2.60 3.19 -1.86

Output
* max |F|: 1.45 eV/Å
* energy: -1425.0183 Eh
* multiplicity: 2
* LUMO (spin up / spin down): -0.333 / -0.686 eV
* charge: 0
* ΔE to the lowest compared entry with this formula, charge and spin: 98.7 kcal/mol
* ⟨S²⟩: 0.75
* orbital gap (spin up / spin down): 5.54 / 7.29 eV

And the Löwdin charges, in e, turn out to be: C 0.150; C -0.363; H 0.135; H -0.034; H 0.108; O -0.303; C -0.280; O -0.384; Yb 0.970

=====

Record 4
This record from OMol25 describes an isolated ion of composition C4H4O5S and charge -2. The level of theory is ωB97M-V/def2-TZVPD.

Positions of all 14 atoms, in Å:
C: -1.82 0.62 -0.88
C: -1.09 -0.24 -0.23
C: 0.08 0.14 0.52
C: 0.31 -0.82 1.72
O: 0.08 -2.00 1.55
O: 0.53 -0.23 2.80
S: 1.57 0.15 -0.68
O: 2.62 -0.78 -0.17
O: 1.17 -0.18 -2.08
O: 2.06 1.59 -0.70
H: -2.74 0.27 -1.41
H: -1.52 1.65 -1.16
H: -1.33 -1.35 -0.03
H: 0.07 1.18 0.75

Output
* SMILES: C=C[C@@H](C(=O)[O-])S(=O)(=O)[O-]
* max |F|: 3.59 eV/Å
* energy: -929.1988 Eh
* LUMO: 6.440 eV
* charge: -2
* ΔE to the lowest compared entry with this formula, charge and spin: 0.0 kcal/mol
* orbital gap: 7.42 eV

And the Löwdin charges, in e, turn out to be: C -0.057; C -0.238; C -0.276; C -0.777; O -0.051; O -0.097; S 0.505; O -0.417; O -0.445; O -0.479; H 0.037; H 0.067; H 0.133; H 0.096

=====

Record 5
This record from OMol25 describes a single C6H6N4O molecule. The level of theory is ωB97M-V/def2-TZVPD.

Positions of all 17 atoms, in Å:
C: 1.09 -1.82 -2.22
C: 1.19 -0.98 -1.02
O: 2.27 -0.62 -0.58
C: -0.10 -0.39 -0.60
N: -1.29 -0.44 -1.12
N: -2.18 0.20 -0.38
C: -1.55 0.73 0.69
C: -1.61 1.53 1.88
C: -0.33 1.58 2.36
N: 0.53 0.84 1.63
N: -0.20 0.39 0.59
H: 0.64 -1.27 -3.12
H: 0.59 -2.67 -2.00
H: 2.09 -2.04 -2.71
H: -2.55 1.90 2.13
H: -0.01 2.02 3.21
H: 1.44 1.03 1.25

Output
* SMILES: CC(=O)c1nnc2cc[nH]n12
* max |F|: 4.49 eV/Å
* energy: -526.4149 Eh
* LUMO: 0.335 eV
* charge: 0
* ΔE to the lowest compared entry with this formula, charge and spin: 70.0 kcal/mol
* orbital gap: 9.16 eV

And the Löwdin charges, in e, turn out to be: C -0.026; C -0.397; O 0.075; C -0.202; N 0.052; N 0.042; C -0.238; C 0.037; C -0.080; N 0.100; N 0.025; H 0.123; H 0.046; H 0.105; H 0.089; H 0.089; H 0.161

=====

Record 6
This record from OMol25 describes a 2-piece molecular cluster, C5H16N3 overall. The level of theory is ωB97M-V/def2-TZVPD.

Positions of all 24 atoms, in Å:
N: 1.79 0.67 -0.93
C: 1.83 0.32 0.51
C: 1.68 -1.18 0.73
N: 1.17 -1.42 2.08
H: 2.56 0.21 -1.41
H: 1.96 1.67 -1.04
H: 1.04 0.85 1.02
H: 2.75 0.68 0.97
H: 0.96 -1.60 0.03
H: 2.64 -1.68 0.52
H: 0.93 -2.40 2.17
H: 1.91 -1.28 2.76
C: -2.96 0.86 0.87
C: -1.87 0.24 0.05
C: -1.62 0.60 -1.20
N: -0.52 0.03 -1.97
H: -3.53 1.57 0.28
H: -3.64 0.11 1.26
H: -2.51 1.38 1.71
H: -1.27 -0.52 0.54
H: -2.18 1.38 -1.70
H: -0.55 -0.99 -1.92
H: -0.60 0.29 -2.95
H: 0.56 0.34 -1.49

Output
* max |F|: 0.52 eV/Å
* energy: -364.1216 Eh
* LUMO: -2.833 eV
* charge: +1
* ΔE to the lowest compared entry with this formula, charge and spin: 33.7 kcal/mol
* orbital gap: 10.33 eV

And the Löwdin charges, in e, turn out to be: N 0.035; C -0.218; C -0.288; N 0.006; H 0.126; H 0.128; H 0.109; H 0.124; H 0.095; H 0.118; H 0.075; H 0.080; C -0.072; C -0.136; C -0.130; N 0.091; H 0.081; H 0.085; H 0.086; H 0.103; H 0.124; H 0.145; H 0.148; H 0.084

=====

Record 7
This record from OMol25 describes C24H43BrCl2F18I3NO16S2 as an isolated structure. The level of theory is ωB97M-V/def2-TZVPD.

Positions of all 110 atoms, in Å:
C: -3.15 -2.70 -2.38
C: -2.40 -3.42 -1.29
I: -3.33 -5.22 -0.71
C: -1.27 -2.97 -0.74
I: -0.39 -4.09 0.86
C: -0.50 -1.67 -1.03
S: -0.61 -0.89 -2.68
O: 0.89 -1.85 -0.74
C: 1.78 -2.37 -1.66
Br: 1.22 -3.77 -2.86
C: 2.50 -1.18 -2.35
C: 2.97 -1.41 -3.77
O: 2.20 -1.39 -4.70
I: 5.06 -1.71 -4.22
S: 3.13 -3.22 -0.60
O: 2.88 -4.61 -0.48
O: 4.41 -2.87 -1.11
F: 2.88 -2.58 0.79
C: -0.90 -0.62 0.09
C: -2.38 -0.50 0.39
C: -2.61 -0.61 1.91
C: -3.80 0.08 2.41
O: -3.71 -1.34 2.29
N: -0.10 0.60 0.00
C: 0.98 0.64 0.99
C: 2.12 1.60 0.61
C: 2.29 2.86 1.42
F: 1.26 3.72 1.26
F: 3.38 3.52 0.94
C: 2.50 2.75 2.95
F: 1.35 2.40 3.56
F: 2.78 3.99 3.38
C: 3.69 1.84 3.41
F: 4.55 1.58 2.41
F: 4.40 2.53 4.33
C: 3.27 0.53 4.12
F: 2.79 0.89 5.32
F: 2.28 -0.11 3.48
C: 4.45 -0.47 4.38
F: 5.64 0.13 4.44
F: 4.23 -1.03 5.59
C: 4.53 -1.63 3.36
F: 3.52 -2.49 3.53
F: 4.44 -1.06 2.14
C: 5.86 -2.45 3.37
F: 6.87 -1.75 2.84
F: 5.63 -3.49 2.54
C: 6.29 -3.07 4.71
F: 6.77 -2.16 5.56
F: 7.29 -3.93 4.44
F: 5.30 -3.76 5.28
C: -0.75 1.86 -0.11
Cl: -1.52 2.42 1.46
C: -1.66 2.07 -1.34
C: -2.64 3.22 -1.14
Cl: -0.64 2.51 -2.75
H: -3.39 -1.69 -2.09
H: -2.53 -2.70 -3.26
H: -4.03 -3.26 -2.63
H: -1.91 -0.58 -2.82
H: 1.80 -0.36 -2.42
H: 3.31 -0.82 -1.72
H: -0.50 -1.15 0.96
H: -3.02 -1.31 0.04
H: -2.86 0.44 0.18
H: -1.75 -0.61 2.54
H: -3.65 0.44 3.42
H: -4.53 0.46 1.71
H: 0.54 0.84 1.97
H: 1.43 -0.34 1.08
H: 1.95 1.91 -0.41
H: 3.07 1.08 0.58
H: 0.01 2.61 -0.27
H: -2.25 1.20 -1.57
H: -3.47 2.86 -0.54
H: -2.17 4.10 -0.73
H: -3.05 3.51 -2.10
O: -4.04 5.48 -2.60
H: -3.83 6.25 -2.06
H: -3.79 5.76 -3.49
O: -4.95 -3.85 3.71
H: -4.48 -3.13 3.28
H: -5.82 -3.83 3.31
O: 1.19 -0.15 -7.05
H: 0.26 -0.36 -6.96
H: 1.57 -0.56 -6.27
O: -1.56 -1.11 -6.19
H: -1.16 -1.43 -5.37
H: -2.49 -1.33 -6.11
O: -0.03 -6.04 -4.53
H: 0.62 -5.76 -5.19
H: 0.44 -6.66 -3.98
O: -6.31 1.29 1.03
H: -6.92 0.92 1.67
H: -6.50 2.24 1.04
O: -4.05 -3.40 -5.11
H: -3.79 -4.00 -5.82
H: -4.84 -3.80 -4.75
O: 2.16 1.58 -4.31
H: 1.90 1.16 -5.14
H: 1.55 2.32 -4.22
O: -1.91 4.74 3.21
H: -1.67 5.18 4.04
H: -1.15 4.88 2.64
O: -5.19 7.96 -2.50
H: -5.27 8.75 -3.06
H: -5.94 7.41 -2.76
O: -1.33 2.98 5.83
H: -1.08 3.40 6.65
H: -0.58 3.12 5.24

Output
* max |F|: 2.56 eV/Å
* energy: -9180.2290 Eh
* LUMO: -0.176 eV
* charge: 0
* orbital gap: 8.79 eV

Atom charges from the Löwdin analysis, given in e for atoms 1 to 99: C -0.194; C -0.799; I 0.880; C -0.685; I 1.003; C -0.676; S 0.912; O -0.266; C -0.820; Br 0.986; C -0.218; C -0.828; O -0.085; I 0.899; S 0.569; O -0.313; O -0.290; F -0.144; C -0.269; C -0.075; C -0.341; C -0.081; O -0.044; N -0.102; C -0.157; C -0.021; C -0.443; F 0.108; F 0.125; C -0.335; F 0.140; F 0.153; C -0.327; F 0.162; F 0.162; C -0.331; F 0.170; F 0.168; C -0.339; F 0.181; F 0.166; C -0.355; F 0.178; F 0.139; C -0.344; F 0.182; F 0.161; C -0.540; F 0.187; F 0.177; F 0.194; C -0.622; Cl 0.786; C -0.708; C -0.167; Cl 0.688; H 0.064; H 0.042; H 0.020; H -0.085; H 0.074; H 0.107; H 0.093; H 0.117; H 0.086; H 0.141; H 0.120; H 0.082; H 0.094; H 0.104; H 0.138; H 0.123; H 0.067; H 0.058; H 0.073; H 0.076; H 0.038; O -0.064; H 0.029; H 0.044; O -0.064; H -0.001; H 0.027; O -0.057; H 0.004; H -0.023; O -0.049; H 0.001; H 0.033; O -0.104; H 0.029; H 0.035; O -0.055; H 0.049; H 0.048; O -0.052; H 0.052; H 0.045; O -0.069